One molecule with the formula C4H6FNS at a distorted geometry. Source: OMol25; level of theory: the ωB97M-V functional and the def2-TZVPD basis.

XYZ file:
```
13
Properties=species:S:1:pos:R:3
C 0.20 1.39 1.82
C 0.45 0.31 0.74
S 1.78 -0.69 0.75
N -0.57 0.11 -0.08
C -0.63 -0.70 -1.24
C 0.28 -1.38 -1.95
F -0.21 -2.10 -2.96
H -0.63 2.06 1.53
H -0.09 0.82 2.74
H 1.19 1.91 1.99
H -1.42 0.68 0.02
H -1.69 -0.77 -1.57
H 1.34 -1.65 -1.80
```

Structure (SMILES): CC(=S)N/C=C/F
Energy: -708.78256 hartree
LUMO: 0.0171 Eh
F_max: 2.1 eV Å⁻¹
Energy above the lowest of the compared OMol25 structures with the same formula, charge and spin: 103.4 kJ/mol
HOMO-LUMO gap: 8.86 eV

Mulliken atomic charge list, values in e, 2 entries:
1 C -0.978
2 C 0.469

---

A 8-piece molecular cluster, C54H113F2N11O4S2 overall at a distorted geometry. Source: OMol25; level of theory: the ωB97M-V functional and the def2-TZVPD basis.

XYZ file:
```
186
Properties=species:S:1:pos:R:3
C 3.78 -2.95 4.46
C 4.34 -2.66 3.07
C 3.50 -3.15 1.88
C 2.05 -2.66 1.81
N 1.36 -3.19 0.55
C -0.03 -2.60 0.36
C -0.28 -2.60 -1.16
C 1.08 -2.40 -1.77
C 2.10 -2.58 -0.63
C 1.34 -4.68 0.49
H 3.73 -4.01 4.70
H 2.83 -2.42 4.54
H 4.35 -2.47 5.25
H 5.37 -2.99 2.91
H 4.49 -1.58 2.99
H 3.57 -4.24 1.87
H 4.08 -2.83 1.01
H 2.03 -1.57 1.72
H 1.47 -2.95 2.68
H -0.77 -3.13 0.95
H 0.11 -1.56 0.66
H -0.80 -3.51 -1.47
H -1.03 -1.85 -1.44
H 1.31 -3.09 -2.59
H 1.14 -1.40 -2.18
H 2.86 -3.22 -1.07
H 2.48 -1.63 -0.26
H 2.31 -5.14 0.35
H 0.72 -4.93 -0.38
H 0.79 -5.05 1.35
C 3.88 2.60 2.14
C 5.37 2.91 2.05
C 5.79 3.20 0.59
C 7.30 3.57 0.54
N 7.88 3.74 -0.85
C 7.91 2.41 -1.58
C 9.12 2.46 -2.49
C 10.08 3.48 -1.87
C 9.39 4.05 -0.65
C 7.22 4.87 -1.57
H 3.25 3.27 1.54
H 3.57 2.64 3.19
H 3.63 1.61 1.74
H 6.03 2.18 2.53
H 5.47 3.80 2.68
H 5.14 3.85 0.00
H 5.76 2.22 0.11
H 7.93 2.90 1.11
H 7.39 4.60 0.88
H 6.94 2.15 -1.99
H 8.13 1.68 -0.80
H 8.90 2.69 -3.53
H 9.56 1.47 -2.54
H 10.35 4.27 -2.58
H 11.02 2.96 -1.67
H 9.40 5.14 -0.57
H 9.77 3.60 0.26
H 6.17 4.72 -1.79
H 7.64 4.95 -2.58
H 7.45 5.78 -1.04
C -9.86 -4.56 3.31
C -9.07 -3.29 3.67
C -7.55 -3.40 3.53
C -6.87 -2.21 4.19
N -5.33 -2.25 4.00
C -4.75 -0.97 4.52
C -3.32 -0.90 3.97
C -3.41 -1.65 2.63
C -4.80 -2.33 2.59
C -4.73 -3.36 4.83
H -9.96 -4.63 2.22
H -10.87 -4.31 3.65
H -9.39 -5.46 3.67
H -9.33 -2.94 4.67
H -9.41 -2.49 3.00
H -7.18 -3.50 2.51
H -7.26 -4.33 4.03
H -7.03 -2.09 5.26
H -7.12 -1.30 3.65
H -4.92 -0.98 5.59
H -5.29 -0.13 4.08
H -2.63 -1.46 4.60
H -3.00 0.12 3.77
H -2.53 -2.24 2.40
H -3.49 -0.90 1.83
H -4.70 -3.39 2.36
H -5.52 -1.89 1.90
H -3.65 -3.37 4.71
H -4.98 -4.37 4.50
H -5.06 -3.22 5.86
C 1.64 1.67 -6.71
C 1.45 0.71 -5.54
C 2.52 -0.38 -5.40
C 2.56 -1.32 -6.63
N 3.75 -2.24 -6.72
C 3.75 -2.95 -8.09
C 2.89 -4.17 -7.91
C 2.81 -4.42 -6.38
C 3.73 -3.38 -5.74
C 5.04 -1.47 -6.67
H 1.59 1.01 -7.58
H 2.65 2.08 -6.71
H 0.84 2.39 -6.81
H 0.43 0.30 -5.49
H 1.40 1.25 -4.58
H 2.38 -0.96 -4.49
H 3.49 0.10 -5.27
H 2.43 -0.78 -7.56
H 1.71 -2.01 -6.59
H 4.73 -3.33 -8.38
H 3.36 -2.25 -8.83
H 3.34 -5.02 -8.42
H 1.93 -3.98 -8.39
H 3.06 -5.44 -6.09
H 1.75 -4.30 -6.16
H 4.77 -3.68 -5.65
H 3.38 -2.99 -4.78
H 5.00 -0.68 -7.41
H 5.86 -2.14 -6.90
H 5.17 -0.98 -5.71
C -4.41 4.06 -1.95
C -3.38 4.36 -0.87
N -3.14 5.81 -0.74
C -2.55 6.64 -1.65
C -2.63 7.90 -1.17
N -3.20 7.83 0.08
C -3.48 6.56 0.34
C -3.56 8.97 0.92
H -5.36 4.58 -1.82
H -4.67 3.01 -2.01
H -4.00 4.36 -2.92
H -2.41 3.92 -1.11
H -3.67 3.99 0.11
H -2.10 6.36 -2.59
H -2.30 8.79 -1.67
H -4.06 6.24 1.19
H -2.68 9.24 1.52
H -4.32 8.70 1.64
H -3.84 9.86 0.36
C 0.50 -0.93 5.98
C 0.03 -0.98 7.43
N -1.26 -1.65 7.62
C -2.45 -1.05 7.93
C -3.37 -2.04 8.07
N -2.71 -3.25 7.81
C -1.42 -2.96 7.63
C -3.29 -4.60 7.74
H 0.78 -1.92 5.60
H 1.43 -0.36 5.92
H -0.23 -0.50 5.31
H 0.01 0.00 7.91
H 0.78 -1.49 8.04
H -2.52 0.00 8.16
H -4.42 -2.04 8.31
H -0.66 -3.71 7.47
H -4.36 -4.54 7.60
H -2.99 -5.10 8.66
H -2.82 -5.21 6.98
C -7.56 1.56 -3.35
C -6.53 0.85 -4.21
N -5.17 0.80 -3.65
C -4.77 0.26 -2.43
C -3.49 0.50 -2.23
N -3.01 1.12 -3.37
C -4.05 1.30 -4.20
C -1.65 1.61 -3.60
H -8.49 1.56 -3.91
H -7.25 2.54 -2.97
H -7.80 0.99 -2.45
H -6.49 1.39 -5.16
H -6.81 -0.18 -4.41
H -5.48 -0.18 -1.75
H -2.78 0.37 -1.42
H -4.01 1.84 -5.13
H -0.95 0.97 -3.08
H -1.59 2.65 -3.30
H -1.48 1.66 -4.67
N -0.58 1.46 -0.54
S 0.93 1.71 -0.53
O 1.74 0.87 0.33
O 1.48 2.97 -0.87
F 1.18 0.96 -1.97
S -0.89 1.91 1.01
O -0.66 3.31 1.27
O -0.74 0.94 2.07
F -2.51 1.91 0.94
```

Energy: -4022.56078 hartree
Net charge: +6
LUMO: -0.3855 Eh
F_max: 7.4 eV Å⁻¹
Energy above the lowest of the compared OMol25 structures with the same formula, charge and spin: 0.0 kJ/mol
HOMO-LUMO gap: 9.76 eV

Mulliken atomic charge list, values in e, 2 entries:
1 C -0.813
2 C -0.703

---

A 3-piece molecular cluster, C3H12N2O2 overall at a distorted geometry. Source: OMol25; level of theory: the ωB97M-V functional and the def2-TZVPD basis.

XYZ file:
```
19
Properties=species:S:1:pos:R:3
C 0.05 0.02 0.33
C 1.22 -0.02 -0.63
N 2.13 1.06 -0.97
C 1.47 -1.21 -1.26
N 0.50 -2.06 -1.92
H 0.20 0.63 1.23
H 0.00 -1.02 0.65
H -0.86 0.27 -0.21
H 2.86 1.22 -0.27
H 1.57 1.87 -0.66
H 2.30 -1.12 -1.97
H -0.25 -2.34 -1.29
H 0.05 -1.59 -2.69
O 2.62 2.87 3.37
H 3.51 3.06 3.05
H 2.51 1.94 3.12
O -6.71 -0.96 0.33
H -6.91 -1.88 0.27
H -6.25 -0.74 -0.48
```

Structure (SMILES): C/C(N)=C\N.O.O
Energy: -381.40660 hartree
LUMO: 0.0146 Eh
F_max: 3.9 eV Å⁻¹
Energy above the lowest of the compared OMol25 structures with the same formula, charge and spin: 284.4 kJ/mol
HOMO-LUMO gap: 8.59 eV

Mulliken atomic charge list, values in e, 2 entries:
1 C -1.152
2 C 0.484